No. 1
Here is a 2-piece molecular cluster, C13H13BrN3O5 overall from OMol25. Energies are from the ωB97M-V functional and the def2-TZVPD basis.

Values from the calculation:
- net charge = +1
- HOMO level (Eh) = -0.4285
- energy above the lowest of the compared OMol25 structures with the same formula, charge and spin (eV) = 4.752

Geometry (Å):
1 C 0.1876 1.2124 1.1576
2 C -0.9057 1.5351 0.0025
3 C -2.3377 2.0091 0.5539
4 C -2.7501 2.9870 1.6999
5 Br -1.5080 4.0259 2.8617
6 N -4.2197 3.0376 1.7881
7 C -4.6374 2.1116 0.7460
8 N -6.0290 1.6911 0.3496
9 C -6.2363 0.5675 1.0510
10 O -6.2328 -0.6607 1.3318
11 N -3.5693 1.4785 -0.0539
12 C -3.8099 0.5386 -1.1885
13 H 0.3221 2.0483 1.9305
14 H 1.2010 1.0805 0.6035
15 H -0.0856 0.2164 1.6592
16 H -1.0883 0.5220 -0.5458
17 H -0.5055 2.2841 -0.7950
18 H -4.8493 3.5596 2.4232
19 H -4.4693 -0.3433 -0.8065
20 H -4.3876 1.0206 -2.0781
21 H -2.8642 0.0717 -1.6374
22 C 4.5760 -1.3229 0.2752
23 C 5.2464 -2.4702 0.1435
24 C 4.9221 -3.4380 -0.9430
25 O 5.5659 -4.4675 -1.0465
26 C 3.8196 -3.1055 -1.8538
27 C 3.1484 -1.9604 -1.7192
28 C 3.4909 -0.9810 -0.6499
29 O 2.8663 0.0673 -0.5669
30 O 2.1179 -1.6402 -2.5594
31 O 6.2563 -2.8012 0.9992
32 H 4.8025 -0.6107 1.0578
33 H 3.5825 -3.8240 -2.6271
34 H 1.7994 -0.7665 -2.2577
35 H 6.5808 -3.6728 0.6944

No. 2
Here is the molecule C3H7NO3 from OMol25. Energies are from the ωB97M-V functional and the def2-TZVPD basis.

Values from the calculation:
- net charge = 0
- HOMO level (Eh) = -0.3637
- energy above the lowest of the compared OMol25 structures with the same formula, charge and spin (eV) = 1.848

Geometry (Å):
1 C 0.1079 -0.4319 0.0866
2 C 1.0631 0.7050 -0.2803
3 C -1.2841 0.0094 -0.5831
4 H -0.4111 -1.6159 1.5979
5 H -0.4847 -0.0562 2.0357
6 H 0.6592 -1.2277 -0.4192
7 H -1.6462 1.0411 -0.1943
8 H -1.9685 -0.8540 -0.5207
9 H -0.1425 0.5672 -2.0780
10 H 1.9164 0.1610 1.3075
11 N 0.1088 -0.7400 1.5364
12 O 1.1824 1.3854 -1.2575
13 O -0.9675 0.0832 -1.9486
14 O 1.8667 0.9734 0.7177

No. 3
Here is C29H47BCl2N3O6SiYb as an isolated structure from OMol25. Energies are from the ωB97M-V functional and the def2-TZVPD basis.

Values from the calculation:
- ⟨S²⟩ = 0.7535
- net charge = 0
- spin multiplicity = 2
- HOMO level (alpha / beta) (Eh) = -0.2235 / -0.2344
- energy above the lowest of the compared OMol25 structures with the same formula, charge and spin (eV) = 0.000

Geometry (Å):
1 C 2.8831 -2.7399 -3.2722
2 C 2.2934 -1.9708 -4.3980
3 H 2.5385 -3.7827 -3.3047
4 H 2.5286 -2.2924 -2.3193
5 H 3.9855 -2.7464 -3.2734
6 C 2.3444 -2.4452 -5.6575
7 C 2.9749 -3.7405 -6.0396
8 H 1.9500 -1.8684 -6.4917
9 H 2.6355 -4.5797 -5.4152
10 H 4.0729 -3.6986 -5.9773
11 H 2.7153 -3.9663 -7.0792
12 Yb -0.0129 0.0832 0.9722
13 Cl 1.6596 1.8777 0.0279
14 C -0.8928 3.0022 0.9778
15 O -1.4676 1.9111 1.2238
16 N -1.3749 3.9655 0.2006
17 C -2.7956 3.9580 -0.1413
18 C -0.4897 4.8611 -0.5417
19 H 0.1086 3.2036 1.3993
20 H -3.3673 3.5530 0.6987
21 H -2.9889 3.3513 -1.0373
22 H -3.1037 4.9865 -0.3437
23 H 0.4705 4.9365 -0.0135
24 H -0.9641 5.8443 -0.6231
25 H -0.3003 4.4717 -1.5534
26 H -1.9022 2.0733 5.5309
27 H -2.1667 -0.0584 7.3830
28 C -2.4543 1.2048 5.1403
29 C -1.9322 -0.7697 6.5852
30 N -1.6814 -0.0381 5.3401
31 H -2.7118 1.3583 4.0875
32 C -0.8798 -0.5362 4.4374
33 O -0.2695 0.3090 3.5354
34 H -1.0349 -1.3379 6.8549
35 H -0.5496 -1.5731 4.4494
36 H -3.3722 1.1086 5.7305
37 H -2.7872 -1.4528 6.4855
38 H -0.3689 -5.5949 2.7448
39 H 0.4508 -3.6100 0.1400
40 C -1.3089 -5.3302 2.2322
41 C -0.4806 -4.2237 0.1469
42 N -1.1496 -4.1226 1.4364
43 H -2.0883 -5.1402 2.9771
44 C -1.5150 -2.9429 1.9647
45 O -1.0491 -1.8291 1.6321
46 H -1.1298 -3.8686 -0.6731
47 H -2.2693 -3.0109 2.7804
48 H -1.5945 -6.1686 1.5860
49 H -0.2331 -5.2851 -0.0123
50 O 0.6202 -0.8767 -3.0543
51 C 1.6245 -0.6416 -4.0340
52 C 0.1424 -0.3929 -6.0915
53 C 1.1030 0.1399 -5.2318
54 H -0.2249 -1.4102 -5.9194
55 C -0.3380 0.3649 -7.1707
56 H 2.4018 -0.0527 -3.5227
57 C 1.6522 1.3950 -5.5024
58 H -1.1385 -0.0348 -7.7977
59 C 0.2098 1.6221 -7.4315
60 C 1.2214 2.1236 -6.6113
61 H 2.4249 1.7691 -4.8334
62 H -0.1391 2.2017 -8.2890
63 H 1.6712 3.0936 -6.8199
64 Si -0.8638 -0.1905 -2.6839
65 Cl 1.5798 -1.7840 -0.5044
66 C -2.1780 -0.6794 -3.9525
67 C -0.7027 1.6778 -2.7992
68 C -1.4904 -0.8480 -1.0810
69 H -2.0935 -0.2082 -4.9397
70 H -3.1630 -0.4003 -3.5474
71 H -2.1836 -1.7674 -4.0995
72 H -2.2582 -1.6053 -1.2565
73 H -1.9486 -0.1022 -0.4070
74 H -0.6726 -1.4242 -0.5875
75 H -0.4860 2.0312 -3.8194
76 H 0.0983 2.0265 -2.1286
77 H -1.6515 2.1438 -2.4952
78 O 1.8788 0.6230 4.6314
79 B 0.6492 1.1207 4.2224
80 O 0.2915 2.2936 4.8735
81 C 1.2622 2.4386 5.8459
82 C 1.1675 3.1703 7.0075
83 C 2.0786 2.8806 8.0332
84 C 3.0624 1.9064 7.8592
85 C 3.1561 1.1756 6.6631
86 C 2.2304 1.4463 5.6782
87 H 0.3913 3.9225 7.1130
88 H 2.0289 3.4302 8.9751
89 H 3.7738 1.6995 8.6604
90 H 3.8869 0.3859 6.5156

No. 4
Here is a 2-piece molecular cluster, C27H27BO4 overall from OMol25. Energies are from the ωB97M-V functional and the def2-TZVPD basis.

Values from the calculation:
- net charge = 0
- HOMO level (Eh) = -0.2299
- energy above the lowest of the compared OMol25 structures with the same formula, charge and spin (eV) = 0.000

Geometry (Å):
1 C -4.2619 -2.8216 2.1659
2 C -3.0060 -2.1439 2.4218
3 C -2.2722 -1.8870 3.5519
4 C -1.0963 -1.1922 3.1211
5 C -1.1582 -1.0526 1.7560
6 B -0.2620 -0.2870 0.6579
7 C 0.6373 0.6959 1.5121
8 C 0.7318 2.0622 1.6444
9 C 1.8167 2.3377 2.5507
10 C 2.3366 1.1194 2.9091
11 C 3.4295 0.6897 3.7572
12 O 1.6147 0.1226 2.3028
13 C 0.5970 -1.4902 0.1563
14 C 0.3850 -2.8166 -0.1640
15 C 1.6616 -3.4120 -0.4399
16 C 2.5863 -2.4023 -0.3428
17 C 3.9923 -2.2347 -0.6123
18 O 1.9437 -1.2494 0.0172
19 C -1.3853 0.3205 -0.2332
20 C -1.7961 0.1927 -1.5387
21 C -3.0666 0.8391 -1.6630
22 C -3.3684 1.3116 -0.4041
23 C -4.5137 1.9198 0.2314
24 O -2.3224 1.0556 0.4422
25 O -2.3369 -1.6334 1.3406
26 H -4.7496 -3.0581 3.1204
27 H -4.9365 -2.1767 1.5809
28 H -4.0986 -3.7649 1.6253
29 H -2.5286 -2.1672 4.5676
30 H -0.3303 -0.8394 3.8008
31 H 0.0926 2.8090 1.1791
32 H 2.1740 3.3073 2.8827
33 H 4.0294 1.5619 4.0389
34 H 3.0577 0.2132 4.6761
35 H 4.0809 -0.0271 3.2354
36 H -0.5684 -3.3312 -0.1724
37 H 1.8509 -4.4478 -0.6979
38 H 4.5046 -3.2015 -0.5984
39 H 4.1465 -1.7840 -1.6040
40 H 4.4390 -1.5635 0.1359
41 H -1.2571 -0.3182 -2.3330
42 H -3.6665 0.9491 -2.5610
43 H -5.2753 2.1763 -0.5094
44 H -4.9709 1.2187 0.9482
45 H -4.2311 2.8255 0.7814
46 C 1.0525 1.3525 -1.9354
47 C 0.2151 2.3346 -2.4737
48 C 0.1924 2.8583 -3.7604
49 C 1.0255 2.5612 -4.8386
50 C 1.9126 1.5057 -4.9613
51 C 2.2979 0.5929 -3.9878
52 C 1.9796 0.5811 -2.6306
53 H 1.0302 1.2246 -0.8470
54 H -0.5226 2.7584 -1.7870
55 H -0.5874 3.6113 -3.9619
56 H 0.9139 3.1868 -5.7363
57 H 2.3520 1.3806 -5.9561
58 H 2.9800 -0.1979 -4.3260
59 H 2.5089 -0.1754 -2.0350